Record 1
DFT (ωB97M-V with the def2-TZVPD basis set) results for a molecular structure, C49H43IN3OPSSiTc.

The molecular weight is 1005.9 g/mol. For the calculated total energy, the calculation gives -3539.313308 hartree. As for the expectation value of S²: 3.857. The value obtained for the energy above the lowest of the compared OMol25 structures with the same formula, charge and spin is 1.098 eV. The HOMO energy (alpha / beta) is -12.39 / -12.42 eV. Its total charge is +2. The calculation puts the LUMO energy (alpha / beta) at -6.84 / -7.57 eV. The spin multiplicity is 4.

Last column: Löwdin charge in e.
Element x y z (Å)
Tc (-0.432, 0.774, 1.121)  1.254
I (-4.436, 0.296, 0.408)  0.949
C (-5.352, -1.537, 0.972)  -0.592
C (-6.665, -1.662, 0.600)  -0.149
C (-7.386, -2.826, 0.890)  -0.050
C (-6.770, -3.841, 1.557)  -0.012
C (-5.418, -3.737, 1.946)  -0.147
C (-4.833, -4.825, 2.621)  0.001
C (-3.522, -4.792, 3.000)  -0.036
C (-2.769, -3.651, 2.730)  -0.101
C (-3.298, -2.544, 2.087)  -0.298
P (-2.019, -1.221, 1.947)  0.985
C (-0.647, -2.182, 1.059)  -0.512
C (0.427, -3.113, 1.666)  -0.241
C (0.781, -4.306, 0.859)  -0.025
C (0.357, -4.450, -0.405)  -0.063
C (-0.563, -3.519, -1.007)  -0.060
C (-1.093, -2.505, -0.307)  -0.089
C (-1.542, -1.000, 3.703)  -0.342
C (-2.337, -1.433, 4.764)  -0.064
C (-2.011, -1.097, 6.066)  -0.042
C (-0.899, -0.318, 6.330)  -0.046
C (-0.118, 0.154, 5.284)  -0.059
C (-0.447, -0.174, 3.984)  -0.128
C (-4.652, -2.557, 1.658)  -0.198
H (-7.164, -0.867, 0.070)  0.092
H (-8.414, -2.907, 0.581)  0.118
H (-7.295, -4.754, 1.788)  0.123
H (-5.446, -5.689, 2.825)  0.125
H (-3.066, -5.628, 3.510)  0.119
H (-1.743, -3.634, 3.066)  0.097
H (0.292, -3.359, 2.722)  0.142
H (1.421, -5.042, 1.323)  0.114
H (0.656, -5.307, -0.989)  0.111
H (-0.873, -3.695, -2.026)  0.107
H (-1.827, -1.842, -0.751)  0.091
H (-3.223, -2.020, 4.576)  0.108
H (-2.633, -1.444, 6.875)  0.119
H (-0.653, -0.051, 7.345)  0.117
H (0.737, 0.780, 5.488)  0.114
H (0.187, 0.221, 3.168)  0.042
O (-1.464, 2.611, 0.870)  -0.211
N (-1.243, 1.903, -0.162)  -0.400
C (3.291, -0.113, 3.111)  -0.167
Si (3.163, -1.740, 2.127)  0.590
C (3.540, -3.220, 3.251)  -0.158
C (4.261, -1.680, 0.565)  -0.160
C (1.368, -1.914, 1.524)  -0.176
C (0.429, -1.055, 1.046)  -0.341
H (4.335, 0.116, 3.299)  0.038
H (2.800, -0.196, 4.075)  0.020
H (2.858, 0.733, 2.586)  -0.051
H (4.525, -3.115, 3.696)  0.038
H (3.531, -4.155, 2.701)  0.027
H (2.826, -3.309, 4.065)  0.035
H (5.292, -1.873, 0.838)  0.033
H (4.229, -0.706, 0.087)  -0.002
H (3.972, -2.433, -0.163)  0.030
C (-1.193, 2.188, -1.402)  -0.013
C (-1.003, 2.382, -2.610)  0.078
C (-0.720, 2.423, -3.940)  -0.082
C (-0.186, 3.616, -4.547)  -0.165
C (-0.254, 3.857, -5.929)  -0.006
C (0.355, 4.974, -6.464)  -0.039
C (1.041, 5.864, -5.646)  -0.030
C (1.103, 5.645, -4.274)  -0.047
C (0.482, 4.545, -3.728)  -0.005
C (-0.900, 1.168, -4.650)  -0.170
C (-0.083, 0.797, -5.725)  -0.017
C (-0.301, -0.396, -6.386)  -0.047
C (-1.331, -1.239, -5.995)  -0.039
C (-2.136, -0.892, -4.917)  -0.049
C (-1.920, 0.292, -4.243)  -0.006
H (-0.813, 3.189, -6.568)  0.125
H (0.299, 5.159, -7.525)  0.119
H (1.518, 6.732, -6.072)  0.119
H (1.647, 6.332, -3.643)  0.114
H (0.527, 4.359, -2.663)  0.102
H (0.744, 1.426, -6.015)  0.121
H (0.337, -0.673, -7.211)  0.117
H (-1.508, -2.158, -6.533)  0.118
H (-2.940, -1.543, -4.611)  0.114
H (-2.559, 0.574, -3.418)  0.114
N (2.121, 0.556, -1.253)  0.144
C (2.462, 1.671, -0.597)  -0.743
S (1.612, 2.143, 0.800)  0.796
N (3.456, 2.432, -1.033)  0.082
C (3.915, 3.610, -0.363)  -0.292
C (3.085, 4.711, -0.201)  -0.067
C (3.551, 5.811, 0.500)  -0.054
C (4.832, 5.812, 1.025)  -0.056
C (5.663, 4.721, 0.837)  -0.055
C (5.209, 3.617, 0.139)  -0.015
H (1.468, -0.074, -0.798)  0.054
H (2.661, 0.212, -2.031)  0.129
H (4.048, 2.086, -1.779)  0.170
H (2.088, 4.714, -0.616)  0.097
H (2.906, 6.664, 0.642)  0.115
H (5.187, 6.662, 1.583)  0.115
H (6.661, 4.721, 1.246)  0.115
H (5.845, 2.756, -0.005)  0.119

Cartesian forces, eV/Å:
Tc 0.21 -0.32 0.25
I -0.47 -0.25 0.04
C -0.08 0.56 -0.37
C 0.28 0.21 -0.02
C 0.04 -0.34 0.19
C -0.12 0.18 -0.18
C 0.13 0.18 -0.02
C 0.29 0.01 0.05
C -0.28 -0.15 -0.03
C 0.06 0.38 -0.29
C -0.12 0.17 -0.02
P 1.07 -1.05 0.22
C -0.64 1.25 0.37
C -0.02 0.51 0.15
C 0.12 -0.24 -0.53
C 0.50 -0.33 0.64
C -0.63 0.66 0.09
C -0.01 -0.35 -0.67
C -0.08 0.22 -0.29
C 0.08 0.02 -0.15
C 0.08 0.02 0.05
C 0.01 0.03 -0.09
C 0.19 0.15 0.06
C -0.21 0.02 -0.26
C -0.15 -0.29 0.14
H 0.04 0.14 -0.04
H -0.14 0.00 -0.03
H -0.10 -0.09 0.03
H -0.07 -0.11 0.02
H 0.02 -0.04 0.03
H 0.01 0.01 -0.01
H -0.04 0.01 0.04
H 0.07 -0.14 -0.03
H 0.07 -0.14 0.02
H -0.08 0.03 -0.10
H -0.13 0.00 -0.15
H -0.03 -0.04 0.00
H -0.08 -0.02 0.10
H 0.06 0.01 0.14
H 0.05 0.06 0.00
H 0.12 -0.16 0.46
O -0.23 1.41 1.93
N -0.15 -1.64 -1.89
C -0.05 -0.62 -0.37
Si 0.30 0.21 0.02
C -0.14 0.52 -0.51
C -0.30 -0.12 0.72
C 1.05 0.09 0.58
C -0.36 -0.44 -0.18
H 0.23 0.04 0.05
H -0.11 -0.11 0.20
H 0.02 0.01 -0.09
H 0.18 0.05 0.05
H 0.01 -0.19 -0.16
H -0.15 0.09 0.10
H 0.25 -0.02 0.06
H -0.07 0.20 -0.03
H -0.11 -0.14 -0.09
C 0.41 0.44 -0.81
C -0.27 -0.16 0.74
C 0.06 -0.14 0.06
C 0.10 0.39 -0.08
C -0.05 -0.05 0.14
C 0.02 0.05 -0.07
C -0.07 -0.13 0.08
C 0.02 0.08 -0.02
C -0.07 -0.14 -0.05
C -0.07 -0.29 -0.17
C 0.04 0.03 0.01
C 0.08 -0.03 -0.06
C -0.02 0.13 0.08
C -0.03 -0.08 0.02
C 0.07 0.05 -0.03
H -0.02 -0.04 -0.02
H -0.04 0.02 -0.09
H 0.06 0.07 -0.07
H -0.01 0.06 0.05
H 0.06 0.01 0.06
H 0.05 0.08 -0.05
H 0.06 -0.02 -0.07
H -0.01 -0.08 -0.02
H -0.07 -0.04 0.02
H -0.09 0.01 0.01
N 0.08 0.22 0.05
C -0.25 -0.63 -0.44
S -0.76 0.06 0.73
N 0.08 -0.18 -0.25
C 0.22 0.40 0.27
C 0.09 -0.04 -0.17
C -0.06 -0.03 0.00
C 0.04 -0.03 0.02
C 0.02 0.02 -0.01
C -0.17 -0.09 -0.05
H 0.15 -0.04 -0.11
H 0.02 0.00 -0.03
H -0.16 -0.04 0.03
H -0.07 -0.05 -0.01
H -0.06 0.08 -0.01
H 0.04 0.15 0.06
H 0.13 0.01 0.02
H 0.08 -0.11 0.02

Record 2
DFT (ωB97M-V with the def2-TZVPD basis set) results for a single C4H4ClNO2 molecule.

The molecular weight is 133.5 g/mol. For the calculated total energy, the calculation gives -820.073085 hartree. The value obtained for the energy above the lowest of the compared OMol25 structures with the same formula, charge and spin is 4.766 eV. The structure (SMILES) is C=C(Cl)C(=C)[N+](=O)[O-]. The HOMO energy is -10.54 eV. Its total charge is 0. The calculation puts the LUMO energy at -0.17 eV.

Last column: natural (NBO) charge in e.
Element x y z (Å)
C (0.281, 2.001, -0.121)  -0.396
C (-0.232, 0.916, -0.602)  -0.014
Cl (-0.995, 0.599, -2.217)  -0.014
C (-0.089, -0.496, 0.162)  0.066
C (-0.563, -0.825, 1.349)  -0.362
N (0.679, -1.426, -0.561)  0.491
O (0.066, -2.429, -0.744)  -0.347
O (1.814, -1.190, -0.904)  -0.359
H (0.290, 2.969, -0.637)  0.236
H (0.701, 1.877, 0.899)  0.237
H (-0.579, -1.846, 1.693)  0.236
H (-1.373, -0.150, 1.683)  0.225

Cartesian forces, eV/Å:
C 0.53 1.47 0.95
C -0.66 -4.65 -0.36
Cl 0.73 0.75 1.40
C -0.49 4.39 0.08
C -2.13 0.80 -0.92
N 0.95 -0.22 -0.23
O -0.42 -2.52 -0.97
O 0.25 0.31 -0.13
H -0.06 -0.51 0.33
H -0.15 0.48 -0.90
H 0.50 0.01 0.26
H 0.94 -0.30 0.49

Record 3
DFT (ωB97M-V with the def2-TZVPD basis set) results for a molecular structure, C25H17ClIN5O2PdS3.

The molecular weight is 784.4 g/mol. For the calculated total energy, the calculation gives -3467.400858 hartree. As for the expectation value of S²: 2.006. The value obtained for the energy above the lowest of the compared OMol25 structures with the same formula, charge and spin is 0.218 eV. The HOMO energy (alpha / beta) is -7.71 / -7.72 eV. Its total charge is 0. The calculation puts the LUMO energy (alpha / beta) at 0.12 / -1.27 eV. The spin multiplicity is 3.

Last column: natural (NBO) charge in e.
Element x y z (Å)
Pd (15.055, -13.692, 6.098)  1.151
Cl (9.489, -18.299, 4.713)  -0.006
C (11.048, -17.574, 5.050)  -0.040
C (12.185, -18.328, 5.232)  -0.236
C (13.420, -17.733, 5.513)  -0.221
I (15.052, -19.041, 5.765)  0.117
C (13.600, -16.350, 5.599)  0.323
O (14.690, -15.784, 6.022)  -0.792
C (12.456, -15.585, 5.220)  0.159
N (12.697, -14.264, 5.106)  -0.434
C (11.706, -13.483, 4.799)  0.065
C (10.385, -13.955, 4.613)  -0.264
C (10.135, -15.292, 4.690)  -0.123
C (11.193, -16.159, 4.989)  -0.127
H (12.112, -19.403, 5.229)  0.237
H (11.947, -12.443, 4.679)  0.211
H (9.590, -13.276, 4.390)  0.224
H (9.125, -15.658, 4.520)  0.234
N (17.118, -16.534, 6.687)  -0.793
C (17.833, -15.416, 6.730)  0.291
N (17.315, -14.210, 6.601)  -0.596
C (18.353, -13.264, 6.824)  0.093
C (19.581, -13.799, 7.003)  -0.441
S (19.537, -15.529, 7.001)  0.375
C (18.026, -11.877, 6.855)  0.180
C (18.863, -10.929, 7.364)  -0.448
S (18.115, -9.357, 7.209)  0.350
C (16.763, -10.142, 6.417)  0.276
N (16.826, -11.444, 6.342)  -0.529
N (15.694, -9.392, 5.985)  -0.809
H (16.140, -16.463, 6.477)  0.446
H (17.496, -17.440, 6.854)  0.403
H (20.539, -13.318, 7.073)  0.242
H (19.844, -11.014, 7.779)  0.241
H (15.616, -8.441, 6.249)  0.391
H (14.801, -9.910, 5.940)  0.428
C (6.321, -6.963, 5.376)  -0.720
C (7.644, -7.668, 5.185)  0.448
O (7.835, -8.498, 4.355)  -0.539
S (8.869, -7.002, 6.332)  0.217
C (10.106, -8.289, 6.367)  -0.174
C (9.849, -9.634, 6.098)  -0.228
C (10.839, -10.555, 6.366)  -0.124
C (12.106, -10.196, 6.806)  -0.151
C (12.368, -8.843, 7.016)  -0.186
C (11.378, -7.908, 6.817)  -0.221
C (13.099, -11.252, 6.935)  -0.122
C (13.847, -12.171, 6.716)  -0.368
H (5.771, -6.861, 4.459)  0.240
H (6.462, -6.029, 5.878)  0.228
H (5.683, -7.511, 6.073)  0.247
H (8.882, -9.936, 5.695)  0.240
H (10.603, -11.600, 6.223)  0.207
H (13.371, -8.536, 7.316)  0.210
H (11.603, -6.868, 6.964)  0.219

Cartesian forces, eV/Å:
Pd -0.10 0.04 -0.14
Cl 0.49 0.04 0.18
C 0.75 0.17 -0.32
C -0.95 0.01 0.18
C 0.54 0.25 0.01
I -0.37 0.12 0.00
C -0.23 -1.18 0.19
O -0.01 0.22 -0.19
C 0.42 0.01 0.19
N 0.25 0.18 0.01
C -0.47 0.07 -0.23
C 0.49 -0.07 -0.04
C -0.40 0.51 -0.01
C -0.31 -0.74 0.01
H -0.02 -0.14 -0.08
H 0.00 0.35 0.02
H -0.25 0.41 -0.13
H 0.29 -0.10 0.07
N 0.40 0.02 0.10
C -0.42 -0.62 0.06
N 0.85 0.43 0.46
C -0.35 -1.83 -0.43
C 0.18 0.04 -0.04
S -0.14 0.50 -0.07
C 0.54 1.26 0.27
C -0.86 0.58 -0.33
S 0.00 -0.84 -0.37
C -0.72 0.53 0.36
N 0.11 0.49 -0.22
N -0.38 -1.69 -0.33
H -0.79 0.04 -0.15
H 0.38 -0.13 0.01
H -0.06 0.27 0.12
H 0.18 -0.18 0.17
H 0.14 0.65 0.27
H 0.78 0.29 0.02
C -0.10 -0.46 0.60
C -0.50 1.05 0.31
O 0.23 -0.59 -0.32
S 0.05 -0.77 -0.21
C 0.31 0.25 0.11
C -0.34 0.58 0.22
C -0.49 -0.45 -0.21
C 0.43 -0.46 0.25
C 0.50 -0.29 0.08
C -0.50 -0.08 -0.39
C -0.95 1.34 -0.30
C 0.91 -0.84 0.29
H -0.02 0.09 -0.50
H 0.14 0.82 0.01
H 0.17 -0.38 -0.07
H 0.42 -0.04 0.29
H 0.12 -0.01 0.02
H -0.32 -0.03 0.07
H -0.03 0.32 0.13

Record 4
DFT (ωB97M-V with the def2-TZVPD basis set) results for a single C4H8N2O molecule.

The molecular weight is 100.1 g/mol. For the calculated total energy, the calculation gives -341.717459 hartree. The value obtained for the energy above the lowest of the compared OMol25 structures with the same formula, charge and spin is 7.787 eV. The HOMO energy (alpha / beta) is -8.23 / -7.97 eV. Its total charge is 0. The calculation puts the LUMO energy (alpha / beta) at -0.37 / -0.22 eV.

Last column: natural (NBO) charge in e.
Element x y z (Å)
C (0.699, -0.508, 0.868)  -0.097
C (-1.678, -0.889, 0.975)  -0.432
N (-0.383, -1.092, 0.352)  -0.333
C (1.005, 0.542, -1.057)  -0.158
C (1.148, 1.829, -0.735)  -0.456
N (-0.439, -0.315, -1.126)  0.220
O (-0.633, -1.023, -2.074)  -0.338
H (1.677, -0.924, 0.669)  0.199
H (0.604, 0.064, 1.783)  0.171
H (1.604, 0.113, -1.854)  0.201
H (-2.407, -1.505, 0.448)  0.218
H (-2.017, 0.155, 0.898)  0.195
H (-1.639, -1.176, 2.032)  0.207
H (1.872, 2.447, -1.246)  0.212
H (0.587, 2.284, 0.068)  0.192

Cartesian forces, eV/Å:
C -0.80 -1.55 0.16
C -0.33 0.33 0.08
N 0.98 0.64 0.85
C -0.44 0.49 -1.13
C -0.17 -0.45 0.03
N -0.49 -0.41 -0.13
O 0.94 0.88 0.26
H -0.01 -0.05 -0.23
H 0.07 0.45 0.02
H 0.16 -0.13 0.08
H 0.01 -0.05 0.14
H 0.16 -0.22 0.15
H -0.02 -0.04 -0.25
H 0.24 -0.08 0.13
H -0.28 0.18 -0.13